1.
Here is H6O11P2Tl as an isolated structure in a non-equilibrium geometry from OMol25. Energies are from ωB97M-V with the def2-TZVPD basis set.

The geometry in XYZ format:
```
20
Properties=species:S:1:pos:R:3
Tl -0.805 -0.679 -1.753
P 3.256 3.166 2.992
O 2.195 3.169 1.885
O 3.109 2.693 4.434
O 3.154 4.650 3.443
O 4.744 3.391 2.948
P -1.775 4.435 -4.913
O -0.439 5.244 -4.773
O -1.549 3.022 -5.460
O -2.711 4.949 -5.907
O -2.230 4.253 -3.429
O -4.219 -3.457 1.400
H -4.175 -4.292 1.866
H -4.959 -2.999 1.799
O 0.788 -2.904 3.037
H 1.610 -3.354 3.229
H 0.351 -2.828 3.885
O 1.002 -5.841 -1.652
H 1.258 -6.143 -0.781
H 1.396 -6.475 -2.251
```

Calculated total energy ... -1686.12879 hartree
Total charge ... -3
F_max ... 4.6 eV Å⁻¹
Frontier orbital gap ... 0.0580 Ha
Molecular weight ... 448.4 g/mol
HOMO energy ... 3.17 eV

2.
Here is a 4-piece molecular cluster, H6O2S overall in a non-equilibrium geometry from OMol25. Energies are from ωB97M-V with the def2-TZVPD basis set.

The geometry in XYZ format:
```
9
Properties=species:S:1:pos:R:3
S -0.978 0.883 -1.113
H 0.973 1.497 -1.022
H -1.839 0.556 -2.035
H -0.183 -0.448 1.619
H -0.768 1.000 1.656
O -0.416 0.279 2.226
H 1.411 -1.900 -0.778
H 0.558 -0.692 -0.527
O 1.242 -1.174 -0.026
```

Calculated total energy ... -552.11048 hartree
F_max ... 4.4 eV Å⁻¹
Frontier orbital gap ... 0.2878 Ha
Energy relative to the best compared isomer or geometry (same formula, charge and spin) ... 377.26 kJ/mol
Molecular weight ... 70.1 g/mol
HOMO energy ... -10.51 eV

3.
Here is a 2-piece molecular cluster, H6O2Si2 overall in a non-equilibrium geometry from OMol25. Energies are from ωB97M-V with the def2-TZVPD basis set.

The geometry in XYZ format:
```
10
Properties=species:S:1:pos:R:3
O 2.281 -0.902 0.073
O 1.782 1.496 0.636
Si -2.530 -0.079 0.109
Si 1.238 0.363 -0.283
H 2.378 -1.862 -0.092
H 2.620 1.312 1.082
H -2.846 -0.101 -1.345
H -2.839 -1.421 0.611
H -3.295 0.843 0.953
H 1.209 0.351 -1.745
```

Calculated total energy ... -732.99443 hartree
F_max ... 4.6 eV Å⁻¹
Frontier orbital gap (spin up / spin down) ... 0.2705 / 0.2498 Ha
Energy relative to the best compared isomer or geometry (same formula, charge and spin) ... 363.61 kJ/mol
Molecular weight ... 94.2 g/mol
HOMO energy (spin up / spin down) ... -7.61 / -7.36 eV

4.
Here is a 3-piece molecular cluster, H6O3 overall in a non-equilibrium geometry from OMol25. Energies are from ωB97M-V with the def2-TZVPD basis set.

The geometry in XYZ format:
```
9
Properties=species:S:1:pos:R:3
O 1.620 -0.183 -0.372
H 0.756 -0.596 0.184
H 1.920 -1.018 -0.646
O -0.697 1.636 -0.625
H 0.118 0.928 -0.604
H -0.385 2.139 0.155
O -0.778 -0.955 0.787
H -1.242 -1.803 0.710
H -1.313 -0.148 0.411
```

Calculated total energy ... -229.29049 hartree
F_max ... 4.8 eV Å⁻¹
Structure (SMILES) ... O.O.O
Frontier orbital gap ... 0.4382 Ha
Energy relative to the best compared isomer or geometry (same formula, charge and spin) ... 90.80 kJ/mol
Molecular weight ... 54.0 g/mol
HOMO energy ... -11.36 eV

5.
Here is a 3-piece molecular cluster, H6O3 overall in a non-equilibrium geometry from OMol25. Energies are from ωB97M-V with the def2-TZVPD basis set.

The geometry in XYZ format:
```
9
Properties=species:S:1:pos:R:3
O -0.336 -0.517 -1.588
H -0.809 -1.049 -2.198
H 0.384 -1.063 -1.386
O 0.174 -0.617 1.823
H -0.030 -1.077 2.629
H -0.565 -0.850 1.210
O 0.162 2.016 0.054
H -0.082 1.230 -0.439
H 1.101 1.926 -0.105
```

Calculated total energy ... -229.30146 hartree
F_max ... 2.3 eV Å⁻¹
Structure (SMILES) ... O.O.O
Frontier orbital gap ... 0.4107 Ha
Energy relative to the best compared isomer or geometry (same formula, charge and spin) ... 62.00 kJ/mol
Molecular weight ... 54.0 g/mol
HOMO energy ... -10.71 eV

6.
Here is a 3-piece molecular cluster, H6O3 overall from OMol25. Energies are from ωB97M-V with the def2-TZVPD basis set.

The geometry in XYZ format:
```
9
Properties=species:S:1:pos:R:3
O 1.043 -2.834 1.690
H 0.669 -1.978 1.483
H 0.615 -3.437 1.082
O 0.457 2.140 -1.981
H 1.221 2.644 -1.699
H 0.169 2.572 -2.786
O -1.210 0.071 0.998
H -0.826 0.523 0.247
H -2.140 0.298 0.965
```

Calculated total energy ... -229.30764 hartree
F_max ... 0.4 eV Å⁻¹
Structure (SMILES) ... O.O.O
Frontier orbital gap ... 0.4319 Ha
Energy relative to the best compared isomer or geometry (same formula, charge and spin) ... 45.79 kJ/mol
Molecular weight ... 54.0 g/mol
HOMO energy ... -11.12 eV

7.
Here is a 4-piece molecular cluster, H6O3 overall in a non-equilibrium geometry from OMol25. Energies are from ωB97M-V with the def2-TZVPD basis set.

The geometry in XYZ format:
```
9
Properties=species:S:1:pos:R:3
H 0.342 2.273 -0.362
H -0.080 0.961 -0.995
H -0.393 0.331 0.839
H 0.848 -0.566 1.352
H 1.363 -1.261 -0.526
H -0.240 -0.957 -0.272
O -0.241 1.526 -0.201
O -0.484 -0.660 1.213
O 0.495 -0.964 -1.017
```

Calculated total energy ... -229.22195 hartree
F_max ... 6.9 eV Å⁻¹
Frontier orbital gap ... 0.3912 Ha
Energy relative to the best compared isomer or geometry (same formula, charge and spin) ... 270.77 kJ/mol
Molecular weight ... 54.0 g/mol
HOMO energy ... -10.70 eV

8.
Here is a 3-piece molecular cluster, H6O3 overall from OMol25. Energies are from ωB97M-V with the def2-TZVPD basis set.

The geometry in XYZ format:
```
9
Properties=species:S:1:pos:R:3
O 2.556 0.613 -1.513
H 1.823 1.229 -1.437
H 2.162 -0.263 -1.494
O -0.818 -0.594 -0.300
H -0.998 -1.535 -0.392
H -0.433 -0.328 -1.139
O -1.182 0.397 2.375
H -0.971 0.009 1.515
H -2.139 0.471 2.384
```

Calculated total energy ... -229.30576 hartree
F_max ... 0.2 eV Å⁻¹
Structure (SMILES) ... O.O.O
Frontier orbital gap ... 0.4078 Ha
Energy relative to the best compared isomer or geometry (same formula, charge and spin) ... 50.71 kJ/mol
Molecular weight ... 54.0 g/mol
HOMO energy ... -10.96 eV

F_max of number 4 (H6O3)?
4.8 eV Å⁻¹

The lowest calculated total energy belongs to which entry?
H6O11P2Tl